(1)
Molecular formula: C23H49N3P4SeTi
Method: DFT, ωB97M-V/def2-TZVPD

```
! RIJCOSX wB97M-V def2-TZVPD def2/J DEFGRID3
* xyz 3 2
C 2.907 -0.851 1.534
H 3.987 -0.444 -1.233
C -3.384 0.466 -4.195
H 3.213 2.072 0.594
H 1.686 -3.439 0.088
H -1.929 -2.478 -1.661
C 2.426 -2.393 3.366
H -2.784 0.842 -5.024
C 0.346 -1.910 2.177
H 2.029 3.446 -2.803
C 0.574 -2.441 -3.389
H 2.595 -3.213 2.654
C -4.873 -0.491 -2.019
C -2.458 2.369 0.352
N 1.472 0.228 3.972
H -0.731 -1.752 2.339
Se -0.773 0.562 -2.898
H -1.253 -2.913 -0.072
H -1.012 -4.006 -1.470
C -5.508 -0.219 -3.235
C 2.919 -0.074 3.848
H 0.532 -3.527 -3.541
Ti 0.233 0.365 -0.940
H 0.479 -2.798 1.541
N 3.182 -1.198 2.919
H -0.275 3.261 2.062
H 0.017 4.119 -1.964
H 1.511 -2.052 -3.803
H -5.449 -0.857 -1.167
H 1.086 3.646 0.976
H -2.463 1.897 1.343
C -2.756 0.193 -2.972
H 3.441 0.820 3.481
H 1.455 1.713 2.484
H -3.937 -1.318 2.132
H 2.790 -2.663 4.371
C 1.771 -3.255 -0.989
H -0.384 4.656 0.951
H 3.523 0.008 1.228
H -0.316 -0.810 4.465
H 2.926 3.453 -0.493
H -3.031 1.741 -0.341
P -0.739 2.576 -0.224
H 1.662 -4.210 -1.520
C 0.763 -0.999 4.397
C 3.305 2.425 -0.440
N 0.979 -2.125 3.469
H 2.765 -2.842 -1.201
C 3.600 0.100 -2.105
P 1.089 -0.418 1.336
C -4.761 0.255 -4.326
H -2.381 -0.433 1.731
H 3.284 2.412 -3.557
C -3.149 -0.696 2.591
H -2.988 -0.515 -0.944
H -5.253 0.461 -5.277
H 4.365 2.419 -0.726
H -1.537 4.618 -1.221
C 0.922 0.786 2.743
C 2.293 2.419 -3.082
H -2.934 3.357 0.421
H 1.544 2.040 -3.788
C -2.422 -1.358 3.693
H 4.425 0.625 -2.608
H 1.180 -1.299 5.374
H -0.264 -1.961 -3.909
H -0.145 1.023 2.882
P 2.374 1.361 -1.594
P 0.484 -2.109 -1.593
H 3.152 -0.623 -2.801
H 3.152 -1.695 0.872
C -0.006 3.632 1.067
H -1.490 3.292 -2.428
H -2.383 -0.869 4.664
H -6.583 -0.377 -3.338
H -3.599 0.251 2.925
C -3.490 -0.293 -1.888
H -2.255 -2.433 3.644
C -0.954 3.766 -1.597
H 3.291 -0.361 4.845
C -1.081 -2.956 -1.155
*
```

Expectation value of S² = 0.7539
E_HOMO (alpha / beta) = -15.44 / -16.30 eV
HOMO-LUMO gap (alpha / beta) = 4.455 / 5.301 eV

Quick look at the Löwdin charges, all values in e: C -0.29; H 0.05; C -0.10; H 0.03; H 0.03; H 0.04; C -0.13; H 0.11; C -0.31; H 0.06; C -0.26; H 0.14; C -0.04; C -0.21; N -0.13; H 0.04; Se 0.84; H 0.04; H 0.08; C -0.02; C -0.13; H 0.08; Ti 0.07; H 0.07; N -0.12; H 0.05; H 0.05; H 0.05; H 0.13; H 0.03; H 0.04; C -0.46; H 0.14; H 0.08; H 0.09; H 0.15; C -0.23; H 0.08; H 0.08; H 0.09; H 0.06; H 0.03; P 0.72; H 0.08; C -0.14; C -0.21; N -0.12; H 0.05; C -0.21; P 0.94; C -0.02; H 0.06; H 0.08; C -0.18; H 0.08; H 0.13; H 0.09; H 0.08; C -0.31; C -0.22; H 0.08; H 0.03; C -0.06; H 0.08; H 0.15; H 0.03; H 0.10; P 0.74; P 0.70; H 0.05; H 0.08; C -0.23; H 0.03; H 0.07; H 0.13; H 0.08; C -0.16; H 0.07; C -0.24; H 0.15; C -0.21

(2)
Molecular formula: C21H49AsCl8F6N5O6
Method: DFT, ωB97M-V/def2-TZVPD

```
! RIJCOSX wB97M-V def2-TZVPD def2/J DEFGRID3
* xyz -1 1
H -4.466 4.189 1.713
H 1.511 -2.272 -3.521
O -2.847 1.902 2.793
C -2.066 -1.592 2.727
H -1.804 -5.682 0.374
C 3.990 2.570 -2.127
Cl 4.188 2.728 -3.894
Cl -2.868 -4.002 -1.921
H 3.966 -1.971 2.640
Cl 3.169 3.929 0.171
C 1.825 -0.372 5.008
C -0.996 -5.176 -0.155
N -0.135 2.425 -3.897
H 4.866 2.072 -1.710
Cl 6.342 -0.293 -2.452
N -6.513 -1.260 0.429
C 3.712 -1.586 3.627
C -2.342 1.459 -3.572
H -1.853 -0.683 2.165
H -3.356 1.649 -3.923
H -0.897 3.986 3.066
H -3.172 0.410 3.588
F -1.366 -0.569 -1.161
As 0.336 -0.285 -0.604
H 2.315 -0.125 2.904
H 1.711 -0.191 -4.002
H 4.468 -0.865 3.937
H 2.906 4.398 -2.102
O 1.280 -1.867 3.383
Cl 5.978 -3.514 -1.609
H -3.816 -0.005 5.151
H 4.636 4.617 -1.641
H -4.683 -1.193 -2.212
H 2.316 -3.564 -4.440
H 2.580 0.305 5.406
H -0.725 -3.229 -1.212
H 4.174 -2.769 -0.533
C 2.397 -1.756 -5.230
H -1.114 -2.079 2.934
C 4.738 -2.337 -1.361
F 0.693 -1.595 -1.792
Cl 1.030 5.260 2.765
O -6.151 0.696 -0.560
N 1.967 -2.621 -4.352
C -5.869 -0.492 -0.469
O -1.906 3.292 -5.073
F 2.039 -0.171 -0.082
H 0.237 1.657 3.029
H -5.110 2.839 2.586
C -4.587 -0.995 -1.144
H 1.677 -1.149 5.758
F -0.070 1.048 0.472
C -2.765 -1.417 4.091
C 2.032 -0.255 -5.042
H 5.983 -1.073 -0.205
F 0.663 0.843 -1.932
H 1.751 2.453 2.500
C 2.337 -0.951 3.614
C -1.401 2.449 -4.232
H -1.850 -3.226 0.065
C -3.167 2.479 1.788
H -0.107 3.660 1.506
F -0.002 -1.481 0.732
O 3.188 -2.173 -6.082
H -7.149 -0.755 1.031
C 0.055 3.778 2.577
C 5.341 -0.967 -1.079
H -2.181 1.583 -2.501
H -4.269 -1.940 -0.702
H -0.099 -5.029 0.447
Cl -0.539 -6.165 -1.537
C 3.748 3.993 -1.540
H -2.617 -2.136 1.959
H -2.025 0.450 -3.835
C 0.841 2.562 3.091
H 4.535 -0.258 -0.885
H 2.822 0.467 -5.247
H 1.158 -0.079 -5.670
H -6.037 -2.043 0.854
N -3.453 -0.295 4.254
N -2.368 2.527 0.743
H -5.198 2.819 0.835
H 0.945 -1.792 2.487
C -4.568 3.104 1.678
O -2.712 -2.298 4.939
Cl 1.147 2.805 4.831
H -2.516 3.079 -0.090
H 4.243 -2.234 -2.327
H 3.782 -2.348 4.403
H 0.854 0.081 4.809
H 0.592 3.084 -4.133
H -1.484 2.100 0.976
C -1.502 -3.847 -0.761
H -3.712 -0.355 -1.030
H 3.131 1.916 -1.976
H 0.236 1.716 -3.280
*
```

E_HOMO = -7.37 eV
HOMO-LUMO gap = 8.993 eV

Quick look at the Löwdin charges, all values in e: H 0.08; H 0.07; O 0.01; C 0.00; H 0.07; C -0.65; Cl 0.56; Cl 0.55; H 0.07; Cl 0.54; C -0.08; C -0.63; N 0.17; H 0.03; Cl 0.52; N 0.15; C -0.05; C -0.01; H 0.05; H 0.09; H 0.06; H 0.03; F -0.27; As 0.96; H 0.12; H 0.04; H 0.07; H 0.05; O -0.07; Cl 0.58; H 0.12; H 0.07; H 0.08; H 0.12; H 0.05; H 0.03; H 0.07; C -0.60; H 0.06; C -0.70; F -0.28; Cl 0.52; O 0.00; N 0.17; C -0.57; O -0.06; F -0.26; H 0.05; H 0.08; C -0.02; H 0.08; F -0.25; C -0.59; C 0.01; H 0.07; F -0.27; H 0.05; C -0.46; C -0.56; H 0.04; C -0.59; H 0.04; F -0.27; O -0.01; H 0.11; C -0.67; C -0.61; H 0.06; H 0.02; H 0.08; Cl 0.54; C -0.63; H 0.07; H 0.08; C -0.64; H 0.04; H 0.05; H 0.08; H 0.10; N 0.17; N 0.20; H 0.07; H 0.04; C 0.02; O 0.01; Cl 0.58; H 0.13; H 0.05; H 0.08; H 0.04; H 0.12; H 0.06; C -0.67; H 0.06; H 0.04; H 0.04

(3)
Molecular formula: C2H6NS
Method: DFT, ωB97M-V/def2-TZVPD

```
! RIJCOSX wB97M-V def2-TZVPD def2/J DEFGRID3
* xyz -1 1
H 0.632 -1.327 -1.121
C 0.720 -0.269 -0.831
H -2.618 -0.825 3.841
S -2.731 -1.520 2.704
H 1.745 1.609 -1.250
H 0.055 1.237 0.342
C 1.528 0.596 -1.560
N -0.224 0.361 -0.063
H -1.104 -0.004 0.375
H 1.998 0.142 -2.438
*
```

E_HOMO = -2.65 eV
HOMO-LUMO gap = 6.425 eV

Quick look at the natural (NBO) charges, all values in e: H 0.20; C 0.04; H 0.08; S -1.07; H 0.18; H 0.37; C -0.60; N -0.83; H 0.44; H 0.18

(4)
Molecular formula: C50H39BaN5O2P3SSe2
Method: DFT, ωB97M-V/def2-TZVPD

```
! RIJCOSX wB97M-V def2-TZVPD def2/J DEFGRID3
* xyz -1 1
H -0.133 -0.856 7.971
C 1.548 -2.364 -6.963
C -3.318 3.262 1.033
H -2.111 1.169 5.302
H 1.456 -6.796 -3.566
C -3.779 3.945 -0.102
H -3.260 4.828 -0.455
H -0.529 -2.659 -7.422
H 5.015 -4.743 -0.824
C -1.764 -0.539 -5.204
H 2.911 -3.537 -1.208
H 2.323 2.408 -5.720
S -0.558 -0.946 5.158
H 0.480 3.951 1.207
C -4.887 3.454 -0.751
P 0.520 -4.204 -2.867
Se -1.161 -5.472 -3.036
H 3.580 -8.010 -3.191
N 0.539 -3.331 -0.332
H -1.157 0.282 -5.555
C -4.092 3.532 6.712
N -2.243 3.722 1.764
C -3.479 -2.167 -5.642
C -0.062 3.830 3.293
H -1.719 4.495 1.386
H 1.841 5.042 5.822
O 1.764 1.127 3.516
H 2.266 -0.960 -2.114
P -0.508 -0.264 -2.692
O 2.426 -0.966 3.361
C 0.249 -2.760 -6.677
H -4.197 -2.613 -6.318
H -2.308 -2.497 -2.491
Se -1.376 1.431 -1.788
C 1.106 1.186 -4.458
C -3.337 -2.660 -4.355
C -4.981 1.713 0.856
C 3.484 0.266 -3.376
C 0.350 4.130 4.589
C 0.742 4.225 2.225
H -3.483 1.560 7.311
H 4.408 -0.082 -2.931
H -4.694 3.705 7.596
C 2.232 -3.039 -4.761
C -0.061 -3.294 -5.435
C 3.154 0.299 6.345
C -5.514 2.309 -0.269
C -0.108 -1.606 -1.557
C 1.073 0.211 -3.460
H -4.523 5.457 5.860
C 2.541 -2.509 -6.004
C 3.440 -7.024 -2.767
H -1.068 -3.629 -5.219
C 2.072 -0.056 5.551
C 3.067 0.240 7.728
C 2.273 -0.233 -2.916
C 1.912 4.938 2.443
C 2.059 -5.078 -2.440
C -2.412 -2.093 -3.490
C -3.997 4.518 5.736
P -1.504 2.744 2.990
C 2.162 0.049 4.056
N -0.206 -1.292 -0.261
C 1.528 4.829 4.808
Ba 0.232 -0.312 2.234
C 0.336 -2.935 -1.604
C 0.793 -0.530 7.513
N -3.914 2.174 1.509
H -3.149 5.065 3.841
H 3.558 -2.210 -6.220
C 0.855 -0.481 6.115
C 2.251 -6.343 -2.986
H -5.426 0.813 1.265
C -3.419 2.331 6.554
C 1.875 -0.177 8.306
H -0.242 3.802 5.434
C 3.063 -4.504 -1.664
C -2.553 3.092 4.440
C -3.226 4.301 4.606
H -3.929 -3.500 -4.017
C 2.307 5.242 3.737
H 4.070 0.628 5.868
H -6.377 1.882 -0.759
C -1.613 -1.034 -3.910
C 3.509 1.198 -4.399
H 2.524 5.233 1.600
H -5.256 3.950 -1.640
C -2.691 -1.102 -6.064
H 1.784 -0.230 9.385
C 4.248 -5.189 -1.443
H -2.795 -0.711 -7.068
C 4.440 -6.447 -1.996
H 3.228 5.785 3.912
H 3.019 -3.162 -4.027
H 0.185 1.621 -4.823
H 1.788 -1.951 -7.934
C 2.314 1.657 -4.940
H 4.453 1.584 -4.764
N 0.215 -2.331 0.455
C -2.652 2.105 5.416
C 0.926 -3.425 -4.464
H 5.363 -6.983 -1.816
H 3.912 0.516 8.346
*
```

E_HOMO = -4.22 eV
HOMO-LUMO gap = 6.263 eV

Here are the Löwdin charges for atoms 1 to 99, given in e: H 0.08; C -0.08; C -0.43; H 0.02; H 0.07; C -0.05; H 0.11; H 0.10; H 0.10; C -0.09; H 0.09; H 0.10; S 0.38; H 0.10; C -0.09; P 0.55; Se 0.30; H 0.10; N 0.01; H 0.09; C -0.10; N -0.13; C -0.08; C -0.37; H 0.09; H 0.10; O -0.26; H 0.10; P 0.53; O -0.19; C -0.08; H 0.10; H 0.09; Se 0.28; C -0.10; C -0.10; C -0.14; C -0.08; C -0.08; C -0.11; H 0.10; H 0.11; H 0.09; C -0.08; C -0.12; C -0.05; C -0.09; C -0.46; C -0.33; H 0.09; C -0.08; C -0.08; H 0.05; C -0.19; C -0.12; C -0.09; C -0.09; C -0.35; C -0.12; C -0.10; P 1.01; C -0.82; N -0.21; C -0.08; Ba 1.75; C -0.44; C -0.14; N 0.11; H 0.10; H 0.10; C -0.64; C -0.10; H 0.11; C -0.08; C -0.12; H 0.11; C -0.09; C -0.38; C -0.10; H 0.10; C -0.09; H 0.11; H 0.09; C -0.35; C -0.09; H 0.10; H 0.10; C -0.09; H 0.09; C -0.08; H 0.10; C -0.09; H 0.10; H 0.10; H 0.09; H 0.10; C -0.08; H 0.10; N -0.23

(5)
Molecular formula: C12H22N2O2
Method: DFT, ωB97M-V/def2-TZVPD

```
! RIJCOSX wB97M-V def2-TZVPD def2/J DEFGRID3
* xyz 1 2
H -1.880 0.510 2.786
C 1.255 -1.110 -0.013
H -2.127 -1.546 0.852
H 3.007 -0.226 0.891
C 1.543 2.050 -1.678
H 2.694 -1.898 1.248
H -0.671 -0.062 1.513
H -3.293 -0.993 2.061
H 0.523 -0.809 3.583
H -1.678 -3.455 -2.864
H 2.003 3.186 0.155
C 0.625 4.296 -1.119
C -0.730 -2.588 3.144
C -0.535 -1.047 3.466
C -1.997 -1.774 -4.082
H 0.265 4.671 -0.161
H 1.125 5.035 -1.745
H -0.409 1.693 -0.783
C -2.290 -1.396 1.920
C 1.907 3.365 -0.916
H -0.575 -3.160 4.060
H 2.052 1.162 -1.303
H -0.230 -3.067 2.302
H -0.769 -3.368 -4.400
C 0.044 2.159 -1.658
H 1.949 2.150 -2.685
O -2.055 -2.582 2.666
H 1.805 -0.708 2.058
C 2.203 -0.941 1.071
O -0.279 3.519 -1.808
N -2.627 -0.880 -4.439
C -1.303 -0.313 2.365
H -0.278 -2.506 -2.996
H -0.954 -0.876 4.457
H -0.499 1.632 -2.443
N 0.469 -1.156 -0.824
H 2.874 3.825 -1.118
C -1.164 -2.794 -3.562
*
```

Expectation value of S² = 0.7541
E_HOMO (alpha / beta) = -11.77 / -11.77 eV
HOMO-LUMO gap (alpha / beta) = 8.669 / 2.343 eV

Quick look at the natural (NBO) charges, all values in e: H 0.26; C 0.30; H 0.32; H 0.29; C -0.44; H 0.26; H 0.25; H 0.29; H 0.25; H 0.24; H 0.18; C -0.07; C -0.13; C -0.42; C 0.28; H 0.17; H 0.19; H 0.13; C -0.16; C -0.43; H 0.27; H 0.20; H 0.28; H 0.26; C -0.07; H 0.22; O -0.01; H 0.24; C -0.74; O -0.51; N -0.31; C -0.44; H 0.27; H 0.25; H 0.21; N -0.34; H 0.22; C -0.74

(6)
Molecular formula: S3
Method: DFT, ωB97M-V/def2-TZVPD

```
! RIJCOSX wB97M-V def2-TZVPD def2/J DEFGRID3
* xyz -2 1
S -0.711 0.452 -1.418
S -0.831 -0.392 0.581
S -0.017 -2.177 0.035
*
```

SMILES = [S-]S[S-]
E_HOMO = 2.27 eV
HOMO-LUMO gap = 4.226 eV

Quick look at the natural (NBO) charges, all values in e: S -0.88; S -0.29; S -0.84

(7)
Molecular formula: C33H65BrClI2O13PSi
Method: DFT, ωB97M-V/def2-TZVPD

```
! RIJCOSX wB97M-V def2-TZVPD def2/J DEFGRID3
* xyz 0 1
H 2.359 -3.718 -1.903
O -0.916 6.574 2.178
H 3.046 -1.324 2.550
H -1.708 -3.730 -4.366
H -1.662 -0.831 -5.322
C 1.726 -2.468 -0.228
H -2.050 -4.139 0.138
C 2.340 -5.674 0.873
H 5.457 -3.758 3.012
H 1.417 1.669 6.432
Si -0.030 -2.034 -3.853
C 3.211 1.637 2.028
C -2.316 -1.692 -2.055
C 0.183 -2.351 -0.462
H -0.609 -1.884 -6.229
C 2.899 -1.267 1.473
O -5.639 0.357 -6.202
C 1.683 -5.072 -0.382
O 3.381 1.354 8.020
H -5.603 2.365 -9.880
H 5.549 0.084 8.802
H 4.277 -2.496 3.423
H -5.576 3.454 -8.482
C 4.649 -3.148 2.638
H 2.265 -1.387 -2.960
H -1.190 -5.468 0.816
O 3.397 1.588 5.769
H 2.255 -2.913 -3.913
O -3.301 -0.706 -1.847
O -5.641 1.422 -8.081
H -2.362 -2.441 -1.266
P 2.064 0.389 1.258
O 2.067 -2.361 1.157
H -4.193 2.672 1.030
C 6.407 0.702 8.538
H 3.365 -3.778 -0.472
H 4.085 1.757 1.387
C -5.823 1.166 -3.910
H -6.911 1.122 -3.995
H -4.110 2.544 -8.944
C -0.863 -1.182 -2.311
H 0.338 -4.002 1.795
H -1.599 -1.995 0.683
H 3.337 -5.997 0.597
H -3.926 -0.982 0.152
C -0.562 -2.242 0.883
C -1.465 5.889 1.352
H 0.007 -0.304 -5.649
H -2.494 9.593 0.134
O -2.496 6.246 0.587
Cl -1.203 -3.096 3.326
O -1.136 4.631 1.039
O -0.025 -1.123 -1.168
H 6.944 0.189 7.739
H 6.839 2.689 7.857
H -5.041 1.105 -0.651
C -3.658 1.733 0.925
C 3.943 1.626 6.990
H 3.546 1.301 3.006
C 2.331 -3.749 -0.819
H -1.077 8.607 0.511
H -2.479 -4.738 1.759
H 0.907 4.638 1.379
H 0.084 3.070 1.502
H -0.172 -1.438 1.493
C 5.083 -2.319 1.466
H 2.723 2.602 2.058
H -0.720 -4.295 -3.051
Br -1.019 0.724 -2.865
C -3.979 1.110 -0.435
H -3.963 7.618 0.335
C -5.196 2.516 -8.884
H 0.604 -5.039 -0.287
I 7.087 -2.699 0.828
C 5.967 2.077 8.080
H 1.756 -6.501 1.263
H -3.901 1.077 1.759
C 1.852 -1.908 -3.817
H 2.021 0.052 5.973
H -3.408 1.679 -1.159
I 5.032 -0.266 -0.719
C -5.087 1.373 -6.864
C -2.965 7.590 0.769
C -2.071 8.591 0.067
H -5.520 2.186 -4.147
H 5.394 2.592 8.851
H -2.633 -2.191 -2.970
H 1.679 1.260 4.727
H -4.092 0.229 -4.808
H -2.342 -0.151 -0.144
C 4.318 -1.430 0.896
C -0.678 -3.812 -4.028
H -0.097 4.252 2.808
H 7.057 0.780 9.409
H -5.466 -0.838 -4.569
H 1.569 1.693 -0.441
C 0.007 4.132 1.731
H 2.180 -1.658 -0.791
H 2.344 -4.904 1.640
H -1.954 8.325 -0.984
C -0.632 -3.556 1.651
C 2.048 1.116 5.740
O -4.242 2.123 -6.447
H 1.885 -5.789 -1.178
O 1.993 0.830 -0.330
C -0.629 -1.150 -5.424
H 3.862 -3.821 2.312
H -0.110 -4.390 -4.749
H 2.150 -1.400 -4.730
H -5.536 0.951 -2.882
O 5.213 2.010 6.860
H -2.607 1.998 0.978
H -3.064 7.816 1.831
C -5.180 0.174 -4.852
C -1.668 -4.528 1.078
H -0.218 -3.237 -0.958
C -3.369 -0.285 -0.480
*
```

E_HOMO = -8.18 eV
HOMO-LUMO gap = 8.134 eV

Here are the Löwdin charges for atoms 1 to 99, given in e: H 0.09; O 0.13; H 0.10; H 0.03; H 0.01; C -0.25; H 0.06; C -0.09; H 0.05; H 0.10; Si 0.54; C -0.25; C -0.24; C -0.24; H 0.03; C -0.49; O 0.04; C -0.23; O 0.13; H 0.09; H 0.07; H 0.09; H 0.10; C -0.13; H 0.02; H 0.07; O -0.01; H 0.02; O -0.21; O 0.00; H 0.11; P 0.90; O -0.14; H 0.07; C -0.07; H 0.12; H 0.00; C -0.05; H 0.08; H 0.09; C -0.73; H 0.07; H 0.09; H 0.08; H 0.14; C -0.19; C -0.60; H 0.02; H 0.08; O 0.04; Cl 0.59; O 0.00; O -0.21; H 0.08; H 0.12; H 0.10; C -0.09; C -0.60; H 0.03; C -0.10; H 0.07; H 0.06; H 0.10; H 0.07; H 0.07; C -0.81; H 0.02; H 0.02; Br 0.84; C -0.23; H 0.12; C -0.04; H 0.07; I 0.80; C -0.21; H 0.07; H 0.08; C -0.14; H 0.10; H 0.09; I 0.92; C -0.61; C -0.21; C -0.07; H 0.08; H 0.12; H 0.11; H 0.08; H 0.11; H 0.10; C -0.74; C -0.16; H 0.10; H 0.08; H 0.12; H 0.05; C -0.05; H 0.10; H 0.04